No. 1
A cluster of 13 separate species, C4H34N2O12 in total in a non-equilibrium geometry. Source: OMol25; level of theory: ωB97M-V with the def2-TZVPD basis set.

Last column: natural (NBO) charge in e.
Positions of all 52 atoms, in Å:
C  -1.561  -1.432  3.044  -0.223
C  -0.736  -0.214  3.477  -0.420
C  -0.342  0.683  2.321  -0.263
C  1.559  0.329  0.913  -0.085
N  0.417  -0.042  1.310  -0.426
N  -2.737  -1.200  2.216  -0.845
H  -1.945  -1.820  4.010  0.175
H  -0.996  -2.307  2.711  0.203
H  -1.372  0.420  4.075  0.209
H  0.089  -0.639  4.053  0.220
H  0.126  1.625  2.654  0.157
H  -1.224  1.039  1.767  0.220
H  1.827  -0.238  0.018  0.159
H  2.286  1.123  1.128  0.176
H  -2.581  -1.600  1.298  0.370
H  -2.918  -0.220  2.059  0.365
H  1.239  3.863  0.273  0.492
H  0.561  3.117  1.315  0.472
O  0.521  4.000  0.915  -0.929
H  -3.462  0.409  -0.382  0.489
H  -4.158  1.824  0.057  0.485
O  -3.883  0.941  0.294  -0.974
H  3.816  2.273  -2.036  0.486
H  2.203  2.240  -1.678  0.503
O  3.043  2.643  -1.634  -1.002
H  -0.012  -0.194  -2.592  0.493
H  0.757  -0.712  -1.598  0.490
O  0.275  -1.092  -2.352  -0.982
H  -1.511  -0.480  -0.618  0.475
H  -1.545  -1.379  -1.858  0.501
O  -2.050  -1.151  -1.053  -0.975
H  1.921  -3.049  -0.202  0.479
H  0.898  -2.149  0.480  0.476
O  1.062  -3.047  0.231  -0.952
H  -2.291  0.389  -2.558  0.495
H  -2.065  0.599  -4.063  0.486
O  -1.750  0.860  -3.193  -0.981
H  -1.945  3.651  -1.206  0.484
H  -0.948  3.628  0.060  0.509
O  -1.627  3.146  -0.456  -0.987
H  -0.397  2.170  -1.225  0.509
H  0.163  1.786  -2.612  0.490
O  0.384  1.784  -1.674  -1.020
H  3.920  -1.670  -1.950  0.485
H  2.646  -2.517  -2.330  0.501
O  3.099  -2.030  -1.621  -0.996
H  1.006  -3.358  -2.195  0.477
H  0.644  -2.651  -3.498  0.491
O  1.024  -3.467  -3.147  -0.956
H  2.706  -2.349  1.701  0.469
H  2.798  -1.313  2.764  0.457
O  3.069  -2.221  2.588  -0.927

LUMO level = -0.24 eV
ΔE to the lowest compared entry with this formula, charge and spin = 278.6 kJ/mol
frontier orbital gap = 8.430 eV
electronic energy = -1185.13938 a.u.
total charge = 0


No. 2
A structure of composition C21H39N4RhSb. Source: OMol25; level of theory: ωB97M-V with the def2-TZVPD basis set.

Last column: Löwdin spin population.
Positions of all 66 atoms, in Å:
Rh  0.335  1.322  0.001  1.649
C  3.771  0.458  0.382  0.007
C  2.660  1.465  0.426  0.016
C  2.383  2.277  -0.694  0.049
C  1.517  3.383  -0.608  0.047
C  1.369  4.323  -1.767  0.006
C  0.863  3.623  0.616  0.074
C  1.038  2.782  1.731  0.035
C  0.393  3.090  3.049  0.007
C  1.926  1.685  1.607  0.034
H  3.735  -0.156  -0.517  0.002
H  3.767  -0.177  1.266  0.000
H  4.725  0.990  0.368  0.001
H  2.927  2.102  -1.615  0.004
H  1.424  3.801  -2.721  0.001
H  2.188  5.046  -1.748  0.003
H  0.441  4.893  -1.716  0.000
H  0.236  4.501  0.723  0.003
H  0.223  2.189  3.636  0.000
H  -0.548  3.625  2.929  0.000
H  1.056  3.737  3.629  0.003
H  2.113  1.068  2.477  0.005
C  -2.749  0.621  0.108  0.014
N  -4.145  0.809  -0.237  0.042
C  -4.333  0.645  -1.679  0.025
N  -3.486  1.628  -2.374  0.364
C  -2.077  1.405  -2.089  0.032
N  -1.835  1.571  -0.625  0.070
C  -2.299  2.958  -0.324  0.027
N  -3.694  3.076  -0.716  0.408
C  -4.557  2.180  0.070  0.025
C  -3.920  3.012  -2.154  0.017
H  -2.448  -0.395  -0.146  0.007
H  -2.609  0.780  1.177  0.005
H  -5.375  0.804  -1.948  0.000
H  -4.033  -0.354  -1.992  0.008
H  -1.463  2.114  -2.642  0.001
H  -1.817  0.390  -2.387  0.011
H  -1.692  3.674  -0.877  0.000
H  -2.212  3.143  0.745  0.007
H  -5.598  2.339  -0.200  0.000
H  -4.414  2.398  1.128  0.007
H  -3.301  3.723  -2.696  0.000
H  -4.971  3.141  -2.400  0.000
C  -0.408  -5.161  1.936  0.036
C  -0.719  -3.952  1.049  0.084
Sb  1.122  -3.200  0.249  0.605
C  2.627  -3.333  1.775  0.084
C  3.336  -4.684  1.707  0.029
C  1.636  -4.556  -1.323  0.095
C  2.753  -4.087  -2.244  0.005
H  -1.346  -5.551  2.335  0.011
H  0.220  -4.900  2.787  0.001
H  0.064  -5.970  1.379  0.001
H  -1.225  -3.162  1.599  0.001
H  -1.322  -4.224  0.183  0.000
H  2.097  -3.179  2.715  0.002
H  3.316  -2.505  1.623  0.002
H  2.662  -5.517  1.900  0.000
H  4.108  -4.704  2.478  0.009
H  3.833  -4.844  0.751  0.001
H  0.704  -4.757  -1.851  0.000
H  1.911  -5.458  -0.769  0.016
H  2.499  -3.159  -2.756  0.003
H  2.927  -4.843  -3.009  0.000
H  3.692  -3.945  -1.709  0.000

spin multiplicity = 5
LUMO level (spin up / spin down) = -7.91 / -11.82 eV
ΔE to the lowest compared entry with this formula, charge and spin = 15.4 kJ/mol
frontier orbital gap (spin up / spin down) = 8.792 / 5.884 eV
electronic energy = -1392.28621 a.u.
total charge = +3


No. 3
A structure of composition C3H6Cl2N2OP in a non-equilibrium geometry. Source: OMol25; level of theory: ωB97M-V with the def2-TZVPD basis set.

Last column: natural (NBO) charge in e.
Positions of all 15 atoms, in Å:
C  -0.302  0.539  -0.184  0.681
C  -0.996  1.943  1.726  -0.480
C  1.148  -1.548  0.151  -0.439
N  -0.207  0.950  1.000  -0.166
N  0.335  -0.627  -0.647  -0.777
O  -0.920  1.143  -1.120  -0.532
P  -0.224  -0.775  -2.168  1.396
Cl  1.107  -0.125  -3.378  -0.074
Cl  -0.605  -2.694  -2.291  -0.105
H  -0.734  1.875  2.771  0.259
H  -2.018  1.656  1.563  0.225
H  -0.849  3.016  1.631  0.287
H  0.563  -2.265  0.734  0.235
H  1.847  -2.113  -0.546  0.237
H  1.855  -0.977  0.759  0.254

LUMO level (spin up / spin down) = -7.05 / -7.26 eV
ΔE to the lowest compared entry with this formula, charge and spin = 188.0 kJ/mol
frontier orbital gap (spin up / spin down) = 8.012 / 6.760 eV
electronic energy = -1564.06721 a.u.
total charge = +1


No. 4
A cluster of 2 separate species, C3H11NOS2 in total in a non-equilibrium geometry. Source: OMol25; level of theory: ωB97M-V with the def2-TZVPD basis set.

Last column: natural (NBO) charge in e.
Positions of all 18 atoms, in Å:
C  1.984  1.703  -1.126  -0.751
S  0.441  1.546  -0.165  0.076
S  -0.473  -0.052  -1.023  0.052
C  0.797  -1.366  -0.720  -0.528
C  0.675  -1.913  0.687  -0.235
N  -0.628  -2.371  1.102  -0.837
H  1.728  1.335  -2.111  0.239
H  2.793  1.257  -0.548  0.220
H  2.212  2.766  -1.027  0.232
H  0.724  -2.057  -1.553  0.227
H  1.836  -1.004  -0.775  0.227
H  1.389  -2.725  0.829  0.196
H  1.005  -1.061  1.318  0.172
H  -1.390  -1.793  0.771  0.351
H  -0.677  -2.325  2.112  0.361
O  -2.529  0.898  2.004  -0.922
H  -2.707  1.310  1.159  0.463
H  -2.140  0.089  1.647  0.458

LUMO level = 0.67 eV
ΔE to the lowest compared entry with this formula, charge and spin = 45.8 kJ/mol
SMILES = CSSCCN.O
frontier orbital gap = 9.293 eV
electronic energy = -1047.24991 a.u.
total charge = 0


No. 5
An isolated molecule of C23H32FN3O4S in a non-equilibrium geometry. Source: OMol25; level of theory: ωB97M-V with the def2-TZVPD basis set.

Last column: natural (NBO) charge in e.
Positions of all 64 atoms, in Å:
C  -2.705  3.033  0.521  -0.676
C  -1.229  3.069  0.636  0.306
O  -0.624  2.737  1.797  -0.391
C  0.701  2.867  1.570  0.459
C  1.690  2.568  2.580  -0.137
C  3.043  2.606  2.232  -0.162
C  4.015  2.313  3.167  -0.230
C  3.660  1.977  4.466  -0.181
C  2.326  1.927  4.830  -0.287
C  1.358  2.220  3.889  0.411
F  0.063  2.158  4.263  -0.318
N  0.967  3.260  0.357  -0.445
C  -0.241  3.396  -0.259  0.017
C  -0.348  3.717  -1.687  -0.653
S  -0.428  2.129  -2.607  2.162
O  -0.797  2.423  -3.967  -0.943
O  -1.294  1.227  -1.889  -0.970
C  1.256  1.447  -2.651  -0.744
C  1.891  1.052  -1.323  0.679
O  3.010  1.432  -1.035  -0.630
N  1.167  0.214  -0.575  -0.665
C  1.736  -0.404  0.606  -0.225
C  0.662  -0.784  1.617  -0.405
C  -0.275  -1.870  1.076  -0.222
N  -1.056  -1.378  -0.048  -0.477
C  -2.221  -0.636  0.392  -0.411
C  -1.370  -2.348  -1.093  -0.034
C  -0.128  -2.722  -1.908  -0.398
C  -0.524  -3.589  -3.100  -0.396
C  -1.234  -4.856  -2.631  -0.396
C  -2.459  -4.500  -1.795  -0.395
C  -2.063  -3.631  -0.606  -0.417
H  -2.986  2.379  -0.302  0.251
H  -3.133  2.660  1.448  0.240
H  -3.098  4.030  0.323  0.230
H  3.294  2.849  1.211  0.260
H  5.055  2.343  2.884  0.222
H  4.421  1.750  5.197  0.218
H  2.023  1.665  5.832  0.231
H  0.527  4.242  -2.053  0.262
H  -1.262  4.245  -1.941  0.262
H  1.165  0.573  -3.296  0.267
H  1.872  2.194  -3.144  0.265
H  0.209  -0.069  -0.793  0.463
H  2.454  0.298  1.042  0.230
H  2.289  -1.304  0.307  0.184
H  0.088  0.100  1.890  0.203
H  1.151  -1.156  2.519  0.217
H  0.336  -2.712  0.748  0.198
H  -0.925  -2.225  1.893  0.178
H  -2.656  -0.130  -0.467  0.220
H  -2.982  -1.271  0.868  0.166
H  -1.913  0.119  1.112  0.198
H  -2.055  -1.825  -1.771  0.203
H  0.363  -1.812  -2.256  0.208
H  0.584  -3.273  -1.289  0.192
H  0.365  -3.853  -3.676  0.208
H  -1.191  -3.021  -3.753  0.196
H  -1.532  -5.456  -3.492  0.208
H  -0.546  -5.455  -2.028  0.192
H  -2.947  -5.412  -1.442  0.207
H  -3.175  -3.957  -2.416  0.195
H  -1.387  -4.192  0.043  0.194
H  -2.952  -3.377  -0.025  0.207

LUMO level = 0.46 eV
ΔE to the lowest compared entry with this formula, charge and spin = 84.2 kJ/mol
SMILES = Cc1oc(-c2ccccc2F)nc1CS(=O)(=O)CC(=O)NCCCN(C)C1CCCCC1
frontier orbital gap = 8.781 eV
electronic energy = -1858.93515 a.u.
total charge = 0


No. 6
A cluster of 2 separate species, C2H2ClN in total in a non-equilibrium geometry. Source: OMol25; level of theory: ωB97M-V with the def2-TZVPD basis set.

Last column: natural (NBO) charge in e.
Positions of all 6 atoms, in Å:
C  -1.301  -1.071  -1.032  0.074
C  0.898  1.238  1.522  -0.182
N  -1.213  -0.347  -1.906  -0.300
Cl  1.467  0.016  0.575  0.082
H  -1.381  -1.927  -0.452  0.224
H  1.529  2.092  1.293  0.103

LUMO level = -0.87 eV
ΔE to the lowest compared entry with this formula, charge and spin = 369.2 kJ/mol
frontier orbital gap = 8.342 eV
electronic energy = -592.18801 a.u.
total charge = 0


No. 7
An isolated molecule of C5H7NO in a non-equilibrium geometry. Source: OMol25; level of theory: ωB97M-V with the def2-TZVPD basis set.

Last column: natural (NBO) charge in e.
Positions of all 14 atoms, in Å:
C  0.920  -1.541  -0.348  -0.386
C  0.063  -1.525  0.661  -0.219
C  -0.330  -0.325  1.452  -0.106
O  0.218  0.879  0.947  -0.481
C  -0.563  1.328  -0.051  0.300
N  -0.181  1.822  -1.117  -0.375
C  0.258  2.489  -2.072  -0.043
H  1.411  -0.632  -0.667  0.204
H  1.168  -2.468  -0.853  0.206
H  -0.393  -2.449  0.989  0.204
H  0.079  -0.384  2.453  0.208
H  -1.430  -0.255  1.523  0.183
H  -1.629  1.298  0.015  0.162
H  0.336  1.754  -2.881  0.143

LUMO level = 0.88 eV
ΔE to the lowest compared entry with this formula, charge and spin = 409.8 kJ/mol
frontier orbital gap = 8.965 eV
electronic energy = -324.56839 a.u.
total charge = 0


No. 8
A cluster of 9 separate species, C11H39BF4N15O8 in total in a non-equilibrium geometry. Source: OMol25; level of theory: ωB97M-V with the def2-TZVPD basis set.

Last column: Mulliken charge in e.
Positions of all 78 atoms, in Å:
B  15.960  0.715  17.193  -1.428
F  15.622  0.217  15.986  -0.056
F  15.513  2.077  17.435  -0.025
F  15.608  -0.216  18.159  0.622
F  17.317  0.741  17.194  0.092
C  14.454  -3.982  21.044  -1.518
C  14.690  -3.091  19.867  0.515
C  13.389  -2.346  19.241  0.758
O  12.972  -3.245  18.215  -0.487
C  11.692  -3.014  17.624  -0.785
N  15.554  -2.045  20.287  -0.680
H  15.296  -4.669  21.124  0.357
H  13.575  -4.592  20.832  0.348
H  14.184  -3.471  21.968  0.371
H  15.247  -3.671  19.131  0.141
H  13.566  -1.383  18.762  -1.019
H  12.584  -2.244  19.968  0.539
H  11.380  -4.002  17.287  0.285
H  11.804  -2.256  16.849  0.286
H  10.932  -2.697  18.338  0.293
H  15.170  -1.543  21.075  0.352
H  15.448  -1.313  19.599  0.307
C  16.253  4.792  15.138  0.645
O  15.192  4.461  14.750  -0.604
N  16.942  5.721  14.557  -0.499
N  16.878  4.263  16.185  -0.209
H  16.525  5.844  13.646  0.255
H  17.918  5.802  14.802  0.201
H  16.625  3.358  16.555  -0.218
H  17.680  4.747  16.564  0.241
C  17.519  2.625  20.232  0.355
O  18.048  3.177  21.139  -0.741
N  18.110  2.564  19.063  -0.214
N  16.423  1.920  20.334  -0.137
H  17.665  1.994  18.357  0.326
H  19.103  2.714  19.165  0.229
H  16.012  1.802  21.249  0.170
H  15.962  1.486  19.547  -0.087
C  15.737  0.689  12.666  0.544
O  15.811  1.265  11.630  -0.731
N  14.834  0.846  13.603  -0.214
N  16.544  -0.264  12.991  -0.295
H  14.769  0.362  14.487  0.220
H  14.181  1.543  13.274  0.133
H  17.121  -0.583  12.225  0.187
H  16.538  -0.720  13.891  0.253
C  11.769  0.580  17.560  0.796
O  11.845  0.390  18.730  -0.628
N  10.764  0.232  16.765  -0.369
N  12.756  1.109  16.865  -0.035
H  9.921  -0.183  17.136  0.255
H  10.888  0.399  15.777  0.117
H  12.482  1.267  15.906  0.056
H  13.694  1.362  17.141  -0.387
C  19.879  1.834  15.280  0.421
O  20.798  2.332  14.614  -0.784
N  18.636  1.691  14.921  -0.167
N  19.879  1.572  16.502  -0.267
H  18.010  1.414  15.665  0.409
H  18.366  1.871  13.965  0.114
H  20.699  1.554  17.092  0.160
H  18.974  1.396  16.915  0.265
C  15.383  -3.067  15.934  0.648
O  15.233  -4.201  15.566  -0.756
N  16.595  -2.512  15.991  -0.213
N  14.393  -2.282  16.192  0.014
H  16.738  -1.592  16.383  0.133
H  17.367  -3.080  15.672  0.192
H  13.509  -2.746  16.346  -0.057
H  14.688  -1.341  16.409  0.096
C  13.500  4.358  19.927  0.456
O  12.429  4.604  20.438  -0.746
N  13.886  3.275  19.238  0.030
N  14.393  5.232  19.846  -0.338
H  14.674  3.251  18.607  -0.005
H  13.142  2.596  19.308  0.067
H  15.089  5.174  19.116  0.200
H  13.945  6.090  20.135  0.248

LUMO level = 2.26 eV
ΔE to the lowest compared entry with this formula, charge and spin = 0.0 kJ/mol
frontier orbital gap = 9.184 eV
electronic energy = -2290.55830 a.u.
total charge = -1